No. 1
Density functional theory data (ωB97M-V/def2-TZVPD) for a cluster of 2 separate species, C4H9NO3 in total in a non-equilibrium geometry.

Energy above the lowest of the compared OMol25 structures with the same formula, charge and spin, kJ/mol: 172.4
Net charge: 0
SMILES: CN(C=O)CC=O.O

Each line ends with the Löwdin charge.
Cartesian coordinates (Å):
C: -0.4264 -0.7432 -1.1921  -0.04
N: -0.7953 0.5153 -0.4896  -0.15
C: -1.1928 1.6449 -1.1655  -0.31
O: -1.3447 2.6817 -0.5529  0.01
C: -0.5474 0.5069 0.9236  -0.14
C: 0.9168 0.8321 1.3124  -0.23
O: 1.5012 0.1946 2.1414  0.04
H: -1.1074 -1.5415 -0.8148  0.10
H: -0.8249 -0.6436 -2.2065  0.08
H: 0.6186 -0.9881 -1.1795  0.06
H: -1.4522 1.5006 -2.2207  0.13
H: -0.8865 -0.4340 1.4272  0.14
H: -1.1351 1.3132 1.4011  0.13
H: 1.3926 1.6816 0.7803  0.13
O: 1.4531 -2.1572 0.3460  -0.07
H: 2.3724 -1.8855 0.2316  0.05
H: 1.4579 -2.4778 1.2583  0.06

Cartesian forces (eV/Å) of the 6 atoms listed first:
C -2.729 0.679 -0.461
N 0.747 -1.287 -1.232
C -0.043 -0.438 1.987
O -0.111 0.474 -0.648
C -0.023 0.750 1.197
C -0.942 -0.650 -0.375


No. 2
Density functional theory data (ωB97M-V/def2-TZVPD) for a cluster of 11 separate species, H24N4O16S3 in total in a non-equilibrium geometry.

Net charge: -2

Each line ends with the Löwdin charge.
Cartesian coordinates (Å):
N: -17.7219 -17.4581 1.2286  0.23
H: -17.9027 -17.0539 0.2717  0.06
H: -18.6188 -17.3150 1.7439  0.06
H: -16.9178 -17.0400 1.7615  0.06
H: -17.3789 -18.4120 1.1786  0.12
N: -19.6294 -13.8590 0.3663  0.21
H: -20.4648 -14.4502 0.4745  0.04
H: -19.7589 -12.8634 0.5846  0.05
H: -19.2909 -14.1625 -0.5831  0.06
H: -18.8615 -14.2540 0.9694  0.05
N: -23.0975 -16.0972 -1.2829  0.25
H: -23.0207 -17.0904 -1.5175  0.14
H: -22.4754 -16.0047 -0.4312  0.05
H: -24.0583 -15.8353 -1.0978  0.12
H: -22.7886 -15.6651 -2.1959  0.08
N: -19.0257 -15.3589 4.1518  0.26
H: -18.0468 -14.9931 4.1351  0.04
H: -19.5062 -14.5493 4.5315  0.13
H: -19.1537 -16.1591 4.7612  0.13
H: -19.3544 -15.6890 3.2154  0.07
S: -16.3655 -14.4892 2.6573  0.23
O: -16.5768 -13.9530 4.0337  -0.45
O: -15.2778 -13.8181 1.9851  -0.37
O: -16.0816 -15.9478 2.8134  -0.44
O: -17.5894 -14.3374 1.8537  -0.40
S: -21.4026 -16.9643 1.6578  0.24
O: -21.4708 -15.8246 0.7537  -0.41
O: -21.4723 -18.2353 0.9242  -0.39
O: -20.1092 -16.9300 2.3687  -0.41
O: -22.5115 -16.8593 2.6258  -0.42
S: -18.0932 -15.5869 -2.2136  0.22
O: -16.6665 -15.3002 -2.0627  -0.39
O: -18.8722 -14.3086 -2.2301  -0.45
O: -18.3980 -16.3731 -3.4153  -0.43
O: -18.5633 -16.3469 -1.0347  -0.42
O: -21.5529 -15.0439 -3.2234  -0.08
H: -20.6089 -14.8572 -2.9372  0.05
H: -21.9381 -14.1698 -3.3428  0.04
O: -19.2455 -11.3076 1.0052  -0.05
H: -18.4038 -11.2464 1.4848  0.10
H: -19.8665 -10.7867 1.5257  0.07
O: -21.7639 -13.0360 1.9722  -0.05
H: -22.3421 -12.8745 2.7241  0.04
H: -22.3457 -13.3720 1.2823  0.04
O: -17.9944 -10.8352 -1.4233  -0.06
H: -17.9281 -9.8772 -1.4737  0.01
H: -18.5001 -11.0038 -0.6075  -0.02

Cartesian forces (eV/Å) of the 6 atoms listed first:
N 1.102 -0.434 0.521
H 0.248 0.421 -0.504
H 0.183 -0.513 -0.140
H -0.543 1.293 -0.227
H -0.942 -0.312 -0.322
N -0.067 -1.458 -0.354


No. 3
Density functional theory data (ωB97M-V/def2-TZVPD) for a cluster of 2 separate species, C4H12 in total.

Energy above the lowest of the compared OMol25 structures with the same formula, charge and spin, kJ/mol: 5.5
Net charge: 0
SMILES: CC.CC

Each line ends with the Löwdin charge.
Cartesian coordinates (Å):
C: -0.9456 -2.4206 0.0558  -0.17
C: -0.5343 -1.6335 -1.1941  -0.16
H: -0.1543 -2.5051 0.8094  0.06
H: -1.8165 -1.9495 0.5015  0.06
H: -1.1867 -3.4520 -0.1956  0.06
H: -0.3038 -0.5977 -0.9452  0.04
H: -1.3948 -1.6481 -1.8625  0.06
H: 0.2887 -2.0989 -1.7299  0.06
C: 0.0167 1.9304 0.8611  -0.18
C: 1.4138 2.1354 0.2685  -0.17
H: -0.7846 1.9374 0.1198  0.06
H: -0.0565 1.0187 1.4574  0.06
H: -0.2247 2.7894 1.4867  0.06
H: 1.7221 1.2797 -0.3325  0.05
H: 2.1295 2.3180 1.0684  0.06
H: 1.4075 3.0066 -0.3857  0.06

Cartesian forces (eV/Å) of the 6 atoms listed first:
C 0.517 -0.112 -0.061
C -0.487 -0.358 0.317
H -0.075 0.312 -0.099
H -0.089 -0.075 0.205
H -0.231 -0.022 -0.108
H 0.120 -0.031 -0.115


No. 4
Density functional theory data (ωB97M-V/def2-TZVPD) for an isolated molecule of C13H9BrClN3O2 in a non-equilibrium geometry.

Energy above the lowest of the compared OMol25 structures with the same formula, charge and spin, kJ/mol: 0.0
Net charge: 0
SMILES: N/C(=N\OC(=O)c1cc(Br)ccc1Cl)c1ccccn1

Each line ends with the Löwdin charge.
Cartesian coordinates (Å):
N: 1.3914 1.2879 0.9127  0.18
C: 1.2233 0.8930 -0.3637  -0.34
N: 0.2875 0.2106 -0.9130  0.13
O: -0.8046 -0.2959 -0.1868  0.04
C: -0.6978 -0.9430 0.9582  -0.50
O: 0.3029 -1.1279 1.6073  0.11
C: -2.0583 -1.4441 1.3619  -0.15
C: -2.4772 -2.7133 0.9959  -0.05
C: -3.7236 -3.1559 1.4065  -0.67
Br: -4.3023 -4.8909 0.9053  0.75
C: -4.5554 -2.3570 2.1749  -0.12
C: -4.1354 -1.0914 2.5403  -0.09
C: -2.8897 -0.6377 2.1333  -0.59
Cl: -2.3548 0.9388 2.5804  0.75
C: 2.2471 1.4016 -1.3117  -0.21
C: 2.1387 1.2142 -2.6869  0.00
C: 3.1425 1.7144 -3.4979  -0.06
C: 4.2096 2.3814 -2.9140  -0.06
C: 4.2222 2.5157 -1.5339  -0.13
N: 3.2715 2.0393 -0.7524  0.10
H: 0.9961 0.7435 1.6658  0.08
H: 2.2757 1.7490 1.0817  0.09
H: -1.8362 -3.3442 0.3996  0.12
H: -5.5227 -2.7207 2.4851  0.10
H: -4.7703 -0.4570 3.1379  0.11
H: 1.2845 0.6901 -3.0799  0.11
H: 3.0944 1.5883 -4.5696  0.11
H: 5.0113 2.7858 -3.5117  0.10
H: 5.0297 3.0257 -1.0251  0.11

Cartesian forces (eV/Å) of the 6 atoms listed first:
N 0.019 0.150 0.280
C -0.508 0.012 1.086
N 0.319 -0.573 -1.127
O -0.258 0.641 0.022
C 0.174 -0.358 0.624
O -0.145 -0.090 -0.256


No. 5
Density functional theory data (ωB97M-V/def2-TZVPD) for an isolated molecule of C3H2N2O3 in a non-equilibrium geometry.

Energy above the lowest of the compared OMol25 structures with the same formula, charge and spin, kJ/mol: 62.0
Net charge: 0
SMILES: [H]/N=C1/NC(=O)C(=O)O1

Each line ends with the Löwdin charge.
Cartesian coordinates (Å):
H: 3.0090 0.8389 -0.0226  0.09
N: 2.5759 -0.1003 0.0154  0.18
C: 1.3192 -0.0586 0.0054  -0.45
N: 0.4600 -1.1472 -0.0152  0.20
C: -0.8450 -0.7525 -0.0178  -0.35
O: -1.8102 -1.4646 0.0094  0.15
C: -0.7807 0.8033 -0.0113  -0.31
O: -1.6643 1.6017 0.0152  0.20
O: 0.5746 1.1162 -0.0106  0.13
H: 0.7787 -2.0857 0.0514  0.17

Cartesian forces (eV/Å) of the 6 atoms listed first:
H -0.500 -0.693 0.133
N -0.415 0.338 -0.098
C 1.207 0.506 -0.137
N 0.086 1.378 0.042
C -0.691 -0.529 0.201
O 0.152 0.567 -0.092


No. 6
Density functional theory data (ωB97M-V/def2-TZVPD) for an isolated molecule of C5H10N2S in a non-equilibrium geometry.

Energy above the lowest of the compared OMol25 structures with the same formula, charge and spin, kJ/mol: 449.8
Net charge: 0
SMILES: C=NN[C@H]1C[C@]1(C)S

Each line ends with the Löwdin charge.
Cartesian coordinates (Å):
C: 0.3177 -0.8502 2.2256  -0.08
N: 0.6027 -1.8019 1.4564  -0.02
N: 1.1072 -1.5287 0.1166  -0.03
C: 0.8930 -0.2045 -0.2834  -0.41
C: 0.4071 -0.2005 -1.7941  -0.08
C: -0.4968 0.2561 -0.6460  -0.68
C: -1.8109 -0.4559 -0.5761  -0.07
S: -0.2215 2.1493 -0.1322  0.62
H: -0.0323 -1.0933 3.2024  0.05
H: 0.6611 0.2097 2.1558  0.08
H: 0.5939 -2.2460 -0.3812  0.10
H: 1.6470 0.6532 -0.1059  0.13
H: 0.6930 0.5054 -2.5995  0.10
H: 0.0662 -1.1086 -2.2510  0.09
H: -2.5848 -0.2218 -1.2674  0.07
H: -2.2454 -0.2294 0.3807  0.07
H: -1.5125 -1.4945 -0.7932  0.09
H: -1.5717 2.6802 -0.7931  -0.03

Cartesian forces (eV/Å) of the 6 atoms listed first:
C 1.558 1.363 0.529
N -0.082 -0.472 -1.552
N -0.126 -0.835 3.444
C 0.076 0.198 -3.687
C 0.014 2.251 0.632
C 1.242 2.987 -1.013


Calculated values (a.u.) of DFT total energy for the records, taken in order: -438.26339, -2631.95991, -159.58289, -3849.72535, -450.77966, -704.05250.